(1)
22
Properties=species:S:1:pos:R:3 method="wB97M-V/def2-TZVPD" homo_lumo_gap_ha=0.351 total_energy_ev=-11448.1490 spin_multiplicity=1 relative_energy_kcal_mol=58.6
C -1.01133 0.59472 -1.89599
C 0.53847 0.68643 -1.69077
C 1.15452 0.32886 -0.27223
N -0.74481 2.42811 1.10658
C -0.53234 1.07417 1.32825
N 0.24072 0.19917 0.80953
H -1.48093 0.04854 -1.12202
H -1.52753 1.60731 -1.96337
H -1.29757 0.02966 -2.77839
H 0.78638 -0.27412 -2.21067
H 0.92527 1.58232 -1.92198
H 2.02039 0.94691 0.01659
H 1.63179 -0.82137 -0.47391
H -0.67649 2.80142 0.07990
H -1.67076 2.62245 1.35666
H -1.05083 0.69725 2.24829
H 0.52538 -1.39975 1.92951
H 1.80180 -2.03434 1.72906
O 1.12640 -1.88942 2.38907
H -0.11470 -3.21017 -1.60055
H -1.50124 -2.55562 -1.23080
O -0.59367 -2.42764 -1.42490

(2)
42
Properties=species:S:1:pos:R:3 method="wB97M-V/def2-TZVPD" homo_lumo_gap_ha=0.294 total_energy_ev=-26137.4649 spin_multiplicity=1 smiles="CCCCOC1=CC(=O)C=C(COCCOCC)C1=O" relative_energy_kcal_mol=305.9
C -0.73942 2.65766 -4.05040
C -1.57992 1.41152 -4.72227
C -3.02097 1.23683 -3.94712
C -3.00191 0.16958 -2.69985
O -2.27463 0.62804 -1.50446
C -1.33320 -0.45566 -1.17048
C -0.10059 -0.58880 -2.01768
C 0.97737 -1.79777 -1.73993
O 1.67851 -2.33935 -2.76129
C 1.10440 -2.32141 -0.16912
C -0.09659 -2.17015 0.69897
C 0.02521 -2.64374 2.28899
O 1.43782 -2.80990 2.66449
C 1.90774 -1.75015 3.57003
C 2.64871 -0.48409 2.83097
O 1.74803 0.58812 2.38199
C 1.15058 1.32920 3.50286
C 2.20337 2.21162 4.39722
C -1.50612 -1.54238 0.05420
O -2.68090 -1.92426 0.59077
H -0.54156 3.46600 -4.90485
H -1.41273 3.20083 -3.24226
H 0.26470 2.33052 -3.52484
H -0.96265 0.39503 -4.77011
H -1.76914 1.71784 -5.85785
H -3.79811 0.81268 -4.74499
H -3.42381 2.27092 -3.57239
H -4.13567 0.02332 -2.36075
H -2.65866 -0.89072 -3.09706
H 0.12010 0.16252 -2.88953
H 2.14566 -2.74780 0.15276
H -0.45534 -3.73627 2.31617
H -0.61273 -1.99220 3.02231
H 2.73841 -2.25472 4.26349
H 1.04448 -1.43121 4.32193
H 3.50332 -0.11586 3.57540
H 3.23807 -0.85021 1.85941
H 0.51559 0.68194 4.24272
H 0.38686 2.10639 3.01546
H 2.62630 1.61615 5.34163
H 3.06682 2.72327 3.78595
H 1.57261 3.10665 4.86951

(3)
22
Properties=species:S:1:pos:R:3 method="wB97M-V/def2-TZVPD" homo_lumo_gap_ha="0.243 / 0.243" total_energy_ev=-16204.8457 spin_multiplicity=1 charge=+2
C -2.53753 -0.34390 0.03476
O -1.63197 0.50413 -0.64628
C -1.64832 1.92159 -0.38371
H -1.95291 -1.09986 0.57498
H -3.05930 0.19880 0.83522
H -3.30123 -0.65102 -0.69032
H -1.72648 2.88877 -0.90085
H -2.66532 2.07688 0.01147
Tl 0.15828 0.37441 -1.44257
O 1.23318 1.60994 -0.40194
H -0.35183 2.35520 0.12981
C 0.56793 -2.30752 -0.02424
O 1.10858 -1.05086 -0.41796
C 1.97707 -0.44505 0.54993
C 2.37894 0.93726 0.05954
H -0.25121 -2.59124 -0.69294
H 1.37876 -3.04417 0.05029
H 0.08306 -2.22394 0.95957
H 2.84332 -1.10076 0.71686
H 1.38770 -0.33117 1.47562
H 3.17310 0.84586 -0.70315
H 2.83619 1.47665 0.90593

(4)
31
Properties=species:S:1:pos:R:3 method="wB97M-V/def2-TZVPD" homo_lumo_gap_ha=0.272 total_energy_ev=-17162.9841 spin_multiplicity=1 relative_energy_kcal_mol=116.8 charge=+1
C -1.46047 3.72038 -0.74428
C -1.51740 2.58224 -0.14772
C 0.17555 -0.76977 1.19397
C 0.80801 -1.87418 0.62988
C 0.72701 0.48281 1.03441
C 1.96947 -1.76741 0.03061
C 1.88275 0.79781 0.15615
C 2.08957 1.98877 -0.39044
C -3.89719 -1.45163 -0.57173
C 2.62425 -0.49061 -0.24299
C 2.76152 -2.89716 -0.44203
C -0.19491 1.47754 1.54756
N -3.19593 -0.81306 0.07338
N -4.78061 -2.19884 -1.26754
N -1.31765 1.60333 0.56577
H -0.83261 3.91971 -1.71170
H -0.69334 -0.80454 1.85255
H 0.41324 -2.86056 0.66372
H 2.56641 2.28530 -1.34732
H 1.56246 2.78191 0.04880
H -2.03038 4.58030 -0.61088
H 3.52896 -0.47238 0.37146
H 2.99492 -0.41550 -1.25001
H 2.22753 -3.85909 -0.17087
H 3.74064 -2.91751 -0.02414
H 2.83351 -2.75513 -1.60504
H 0.08897 2.47082 1.81794
H -0.55487 1.13660 2.57695
H -5.43116 -2.56081 -0.62937
H -5.25175 -1.54147 -1.91680
H -1.83651 0.62213 0.50970

(5)
118
Properties=species:S:1:pos:R:3 method="wB97M-V/def2-TZVPD" homo_lumo_gap_ha=0.276 total_energy_ev=-153035.8973 spin_multiplicity=1 relative_energy_kcal_mol=0.0 charge=+1
C 5.26179 -5.58657 6.30418
C 3.68357 -5.35708 6.30672
C 3.07307 -6.17636 5.11214
O 1.77676 -6.78140 5.37367
S 0.65626 -5.67799 5.85280
C 0.44806 -4.32977 4.62852
C 0.13307 -2.93831 5.46823
C 1.43977 -2.02807 5.74799
O 0.68032 -2.87991 6.80577
C -0.89739 -6.72017 5.94200
O -0.74579 -7.86577 6.06565
N -2.22123 -6.15647 5.89614
C -2.64569 -5.66322 7.15953
O -2.01142 -5.82400 8.13224
F -3.83367 -5.01451 7.23518
H 5.74391 -4.65704 6.70661
H 5.65579 -5.71077 5.26970
H 5.49468 -6.43427 6.98525
H 3.24445 -5.61487 7.30066
H 3.55447 -4.26774 6.07863
H 3.76802 -7.03870 4.93072
H 3.10530 -5.58723 4.15502
H 1.33972 -4.12417 4.00221
H -0.50274 -4.45370 4.06288
H -0.86480 -2.38157 5.23465
H 1.30889 -0.99983 6.15191
H 2.38520 -2.49318 6.09601
H -2.36457 -5.49479 5.12912
O -1.66809 1.30776 4.41148
S -2.70125 0.45802 3.89703
O -2.39941 -0.79377 3.25373
O -3.65648 1.31600 2.94959
C -3.05768 2.05536 1.86893
C -2.69923 1.15506 0.70580
C -3.88002 0.15580 5.17726
H -2.18655 2.61284 2.22104
H -3.79699 2.78755 1.54330
H -1.89387 0.47060 0.97453
H -2.36932 1.74430 -0.15083
H -3.55491 0.54627 0.40964
H -4.14836 1.10352 5.63877
H -3.41419 -0.50059 5.91127
H -4.75321 -0.32828 4.74469
O 1.02116 -1.44135 -1.92177
S 0.86395 -0.08769 -1.46633
O -0.25719 0.71329 -1.85197
O 2.20778 0.72121 -1.77362
C 2.71328 0.72484 -3.12211
C 1.93644 1.67417 -4.01291
C 0.98952 -0.06472 0.29562
H 2.71888 -0.28773 -3.53252
H 3.75091 1.05366 -3.06379
H 0.91520 1.32187 -4.16703
H 2.41585 1.75973 -4.98915
H 1.87179 2.66450 -3.55869
H 1.86907 -0.63251 0.59298
H 0.08939 -0.52660 0.69894
H 1.06099 0.96829 0.62982
O 4.10151 -3.40693 -4.17834
S 3.32133 -4.51773 -3.71021
O 3.91074 -5.58473 -2.95383
O 2.50562 -5.14598 -4.94113
C 3.23057 -5.54154 -6.11255
C 3.94777 -6.86327 -5.91267
C 1.93214 -3.89252 -2.82382
H 3.92532 -4.75739 -6.41583
H 2.49596 -5.64784 -6.91174
H 4.75324 -6.76692 -5.18301
H 4.38219 -7.20958 -6.85194
H 3.26003 -7.62260 -5.53679
H 1.45883 -3.11678 -3.41698
H 2.29631 -3.47784 -1.88748
H 1.24010 -4.70910 -2.62648
O -4.00178 3.23282 -2.23177
S -3.26520 4.18930 -3.01076
O -1.97527 4.65881 -2.60197
O -4.20554 5.45064 -3.31271
C -4.83063 6.11758 -2.20590
C -3.85927 7.01729 -1.46722
C -3.14816 3.60124 -4.67094
H -5.28947 5.39189 -1.53021
H -5.63610 6.72310 -2.62233
H -3.09025 6.43230 -0.95989
H -4.38185 7.61173 -0.71587
H -3.34906 7.68823 -2.16038
H -4.13509 3.28633 -5.00331
H -2.46200 2.75538 -4.67517
H -2.76108 4.39967 -5.30034
O 7.36017 0.65603 -6.19835
S 6.31136 0.27156 -7.09578
O 4.94838 0.17898 -6.66015
O 6.72034 -1.10180 -7.81643
C 7.08607 -2.21908 -6.99386
C 5.86981 -2.89228 -6.38828
C 6.37593 1.29767 -8.53111
H 7.79347 -1.91135 -6.22018
H 7.60593 -2.92625 -7.64178
H 5.38191 -2.24225 -5.66633
H 6.15460 -3.81196 -5.87523
H 5.13517 -3.12694 -7.16118
H 7.40130 1.33233 -8.89297
H 6.04548 2.29405 -8.24161
H 5.70927 0.88805 -9.28695
O -4.62918 8.67227 2.86535
S -5.81782 7.91034 2.62467
O -6.33912 7.72416 1.30250
O -6.98950 8.45511 3.57211
C -7.30345 9.85482 3.53062
C -8.12371 10.21248 2.30597
C -5.64283 6.32602 3.38503
H -6.39165 10.45416 3.58493
H -7.88411 10.06981 4.42828
H -7.53816 10.09587 1.39301
H -8.46185 11.24837 2.36051
H -8.99261 9.55801 2.21883
H -5.29222 6.46256 4.40588
H -4.91183 5.76080 2.80857
H -6.60533 5.81897 3.36773

(6)
93
Properties=species:S:1:pos:R:3 method="wB97M-V/def2-TZVPD" homo_lumo_gap_ha=0.135 total_energy_ev=-279622.1679 spin_multiplicity=1 relative_energy_kcal_mol=8.0 charge=-2
Y -1.35118 -1.02917 -0.73874
C 1.51469 -0.38487 -4.69455
C 0.81538 -0.11135 -3.38747
N 0.40654 -1.07274 -2.63839
N 0.74437 -2.34275 -3.10796
C -0.22136 -3.18770 -3.15835
S -1.88242 -3.00960 -2.77827
S 0.28544 -4.80141 -3.78480
C 1.33000 -4.29812 -5.18062
C 2.81894 -4.22040 -4.94871
C 3.67921 -4.37477 -6.03250
C 5.05313 -4.26791 -5.87786
C 5.58838 -4.00651 -4.62520
C 4.73835 -3.85745 -3.53853
C 3.36474 -3.96467 -3.69539
C 0.58057 1.28582 -2.98063
C 1.57471 2.24367 -3.17783
C 1.42412 3.55297 -2.75807
C 0.23011 3.91898 -2.13559
C -0.78270 3.00605 -1.95312
C -0.65174 1.65485 -2.36197
O -1.59550 0.79695 -2.17901
H 0.80807 -0.86284 -5.37769
H 2.33870 -1.08674 -4.55501
H 1.86969 0.53372 -5.15365
H 0.96234 -3.32199 -5.49995
H 1.13144 -5.00559 -5.98933
H 3.26326 -4.58034 -7.01351
H 5.70447 -4.39107 -6.73481
H 6.66018 -3.91901 -4.49681
H 5.14525 -3.65111 -2.55678
H 2.69825 -3.83216 -2.85424
H 2.50788 1.94300 -3.64233
H 2.22159 4.27184 -2.89608
H 0.09959 4.93502 -1.77911
H -1.70449 3.28276 -1.45507
C -3.76584 -3.68641 1.99710
Se -3.82377 -2.97850 0.19290
C -5.31555 -1.73906 0.44417
C -5.68970 -1.16518 -0.91394
Se -4.20945 -0.07092 -1.60844
C -4.52435 -0.42117 -3.49297
H -3.59556 -2.88831 2.71413
H -2.90825 -4.35542 2.03436
H -4.68553 -4.23015 2.20956
H -4.98443 -0.95342 1.12691
H -6.15816 -2.27505 0.88768
H -6.58786 -0.54784 -0.85007
H -5.86751 -1.97170 -1.62832
H -4.27121 -1.45269 -3.72898
H -3.85097 0.24136 -4.03286
H -5.55808 -0.19733 -3.75317
Br 2.64933 8.35469 8.29894
C 2.11955 7.06284 7.00062
C 0.77833 6.93893 6.66988
C 0.39196 5.99972 5.73180
C 1.34270 5.17480 5.11870
C 2.68582 5.32638 5.46740
C 3.08093 6.26311 6.40523
N 1.06105 4.19811 4.15255
N -0.18908 4.03314 3.96692
C -0.63227 3.12669 3.05635
C -2.03291 3.03036 3.01189
C -2.71834 2.14633 2.22047
C -2.02029 1.23890 1.38843
O -2.59055 0.31366 0.74376
C -0.55968 1.38754 1.32469
N 0.05668 0.58489 0.43299
C 1.36881 0.62616 0.32827
C 2.14408 1.48067 1.10928
C 1.53658 2.30866 2.02215
C 0.13463 2.28553 2.16369
H 0.04221 7.57656 7.14248
H -0.64725 5.88868 5.45777
H 3.41387 4.68521 4.98798
H 4.12367 6.37184 6.67109
H -2.57114 3.69827 3.67464
H -3.79908 2.09060 2.23231
H 1.81347 -0.04482 -0.39826
H 3.21928 1.48484 0.98848
H 2.11321 2.97604 2.63824
N -0.56444 -2.36238 0.64251
C -0.37293 -2.58265 1.92422
C -1.12515 -1.92255 2.96384
C -0.91752 -2.15583 4.30653
C 0.04838 -3.05572 4.75787
C 0.81270 -3.71015 3.78663
C 0.62280 -3.48859 2.44183
H -1.89326 -1.21999 2.65395
H -1.52477 -1.61634 5.03023
H 0.21061 -3.22732 5.81528
H 1.58381 -4.41084 4.10025
H 1.23041 -4.00953 1.70801

(7)
5
Properties=species:S:1:pos:R:3 method="wB97M-V/def2-TZVPD" homo_lumo_gap_ha="0.291 / 0.281" total_energy_ev=-13413.2440 spin_multiplicity=1 relative_energy_kcal_mol=121.6 charge=-1
O -2.91609 0.43142 -0.03739
O -0.49998 -1.96614 -0.02111
P -0.66511 -0.52306 0.04246
H 0.08667 0.35525 0.92907
H -0.36906 0.19733 -1.23363

(8)
80
Properties=species:S:1:pos:R:3 method="wB97M-V/def2-TZVPD" homo_lumo_gap_ha="0.269 / 0.188" s_squared=0.759 total_energy_ev=-259591.9276 spin_multiplicity=2 relative_energy_kcal_mol=9.6
Tl -2.25644 -2.97492 0.83858
Cl -4.52326 -0.42058 0.25055
C -3.66436 -0.92694 -1.16583
C -2.56318 -1.70805 -1.02311
C -1.88339 -2.10829 -2.13961
Cl -0.44153 -3.17323 -2.14336
C -2.33180 -1.62023 -3.33032
Cl -1.49136 -2.15859 -4.79411
C -3.32543 -0.66335 -3.54043
Cl -3.61930 0.01523 -5.08402
C -3.97982 -0.28497 -2.32945
Cl -5.11118 0.94590 -2.47898
C 1.49190 -2.99056 1.01058
C 0.86588 -2.35863 2.24027
C 1.75434 -1.98407 3.24328
C 1.25793 -1.41896 4.37794
C -0.18089 -1.25143 4.50293
C -0.79019 -0.67940 5.66389
Br 0.27410 -0.04957 7.08976
C -2.14732 -0.66340 5.77736
C -2.92825 -1.12553 4.70482
Br -4.83157 -1.19508 4.98586
C -2.50240 -1.59952 3.51701
O -3.24602 -1.87619 2.50507
C -1.04295 -1.69990 3.44434
N -0.42162 -2.15257 2.31619
H 1.27089 -2.43849 0.10525
H 0.51587 -4.37843 -0.23667
H 2.58262 -2.92010 1.16032
H 2.79394 -2.20227 3.17971
H 1.99021 -1.09628 5.10597
H -2.58481 -0.12975 6.64448
C 0.58298 -6.64871 1.01122
C 1.11523 -5.31952 1.52587
O 1.57151 -5.11532 2.60589
N 1.02388 -4.32587 0.63410
Te 0.95194 0.46848 0.08477
C 2.44868 1.33795 -1.06397
C 3.33199 0.51172 -1.78666
C 2.97699 -0.98663 -2.05923
C 4.36904 1.03114 -2.47801
C 4.49218 2.43421 -2.65077
C 5.44964 3.00815 -3.65532
C 3.74110 3.24963 -1.75045
C 2.74394 2.74259 -0.92636
C 1.93745 3.61992 -0.01696
C -0.65974 1.77754 -0.37121
C -1.50136 2.20287 0.66178
C -1.15300 1.93917 2.11482
C -2.49375 3.06591 0.40122
C -2.73800 3.43383 -0.95141
C -3.92785 4.38399 -1.29215
C -2.00462 2.96193 -1.97678
C -0.94461 2.09349 -1.75156
C -0.20882 1.39899 -2.89298
H -0.27676 -6.61260 0.34578
H 0.45736 -7.44588 1.74563
H 1.31164 -7.10369 0.31638
H 1.93656 -1.01618 -2.41545
H 3.17976 -1.47824 -1.09863
H 3.67526 -1.44539 -2.72047
H 4.96979 0.32227 -3.07770
H 6.44287 2.62395 -3.71736
H 5.43660 4.06518 -3.42277
H 4.98346 2.90523 -4.60912
H 3.89117 4.36393 -1.79250
H 2.17525 4.67847 -0.06348
H 2.26806 3.30307 0.96679
H 0.87458 3.55859 -0.24439
H -2.05815 1.83559 2.70406
H -0.43034 2.74067 2.37024
H -0.81051 0.97764 2.45075
H -3.18302 3.25158 1.17418
H -4.83632 3.85387 -1.25631
H -3.89376 4.71827 -2.37605
H -3.95406 5.24124 -0.65419
H -2.26192 3.09448 -3.01563
H -0.82028 1.35671 -3.78448
H 0.13786 0.40382 -2.47462
H 0.74951 1.83010 -3.16480

(9)
79
Properties=species:S:1:pos:R:3 method="wB97M-V/def2-TZVPD" homo_lumo_gap_ha=0.146 total_energy_ev=-80466.6989 spin_multiplicity=1
Tl -5.43915 -7.78728 20.50523
B -5.92135 -5.11289 21.44052
H -4.99215 -5.27253 20.78623
H -5.97339 -5.94616 22.25413
H -5.89688 -4.08075 21.95831
H -6.84214 -5.15158 20.74995
B -2.71781 -6.94975 19.67100
H -1.69130 -6.48816 19.43998
H -2.86616 -6.85945 20.81702
H -3.55251 -6.44696 19.05167
H -2.69196 -8.07809 19.46334
C -3.62512 -12.15911 21.99912
C -3.97986 -10.73137 21.68097
O -5.01865 -10.26297 22.22100
O -3.42730 -10.07250 20.78706
H -2.66460 -12.26033 22.50448
H -3.65084 -12.82350 21.13766
H -4.34567 -12.58704 22.69454
C -3.23888 -3.53747 19.08613
C -2.49359 -4.07477 17.90338
O -1.30590 -3.34231 17.92442
C -1.54438 -2.12474 18.49575
O -0.77125 -1.23251 18.45261
O -2.80179 -2.16039 19.02360
F -3.12861 -3.93607 16.70205
H -2.93922 -4.08153 19.97931
H -4.30742 -3.53326 18.88994
H -2.32709 -5.15071 17.93617
C -1.74607 -4.42452 22.69684
C -0.33269 -4.29542 22.18971
O -0.44276 -3.00739 21.54872
C -1.42059 -2.27262 22.12687
O -1.67180 -1.12880 21.93252
O -2.22387 -3.10303 22.82046
F -0.10093 -5.18199 21.20502
H -1.86227 -4.92661 23.65825
H -2.34624 -5.02721 22.01139
H 0.50106 -4.16753 22.88132
C -0.05011 -9.75517 20.48817
C 0.11184 -8.49395 21.31490
O 1.52279 -8.28768 21.25512
C 2.10095 -9.33982 20.61071
O 3.25523 -9.42751 20.32797
O 1.22176 -10.29447 20.31226
F -0.29682 -8.70228 22.60615
H -0.50708 -9.64814 19.50010
H -0.73274 -10.46472 20.96046
H -0.42575 -7.62414 20.94613
C -6.87239 -3.68431 15.73968
C -8.13629 -3.77028 16.58222
O -7.72176 -4.42172 17.73228
C -6.50678 -5.01718 17.52052
O -6.00879 -5.78610 18.28483
O -6.03249 -4.65738 16.34567
F -9.13049 -4.48620 15.96212
H -6.35288 -2.73518 15.85861
H -7.08935 -4.04545 14.73670
H -8.59211 -2.81062 16.82451
C -3.65253 -8.56575 24.81618
N -3.76786 -7.17933 24.32333
O -3.75657 -6.99259 23.11892
O -3.89300 -6.29153 25.13983
H -3.77440 -8.47060 25.89102
H -2.67049 -8.94068 24.54012
H -4.47988 -9.11072 24.36697
C 1.10051 -6.34498 18.49047
N 2.02103 -6.07834 17.35628
O 2.59257 -7.03416 16.85018
O 2.16388 -4.95020 16.95109
H 1.74181 -6.70499 19.29128
H 0.27064 -6.96730 18.16601
H 0.66080 -5.40994 18.83191
C -3.72318 -9.75462 15.68413
N -3.78900 -8.50690 16.54481
O -4.44981 -8.45591 17.55258
O -3.11296 -7.60218 16.10864
H -3.93851 -10.56239 16.38026
H -2.72949 -9.87436 15.26530
H -4.44214 -9.69726 14.87190